The following is a DFT calculation (wB97M-V/def2-TZVPD) of the molecule C19H23NOS.

Structure (XYZ):
```
45
Properties=species:S:1:pos:R:3:forces:R:3:nbo_charge:R:1
S 2.1672 -2.4692 -0.7784 -0.0541 0.0685 -0.0082 0.187
O 0.1575 1.8390 -1.2179 0.2035 0.3875 -0.0863 -0.639
N -1.5365 0.6115 -0.3744 -0.4705 -0.0911 0.2491 -0.623
C -4.4476 0.4416 0.0392 -0.0595 0.1005 -0.1235 0.072
C -4.4811 -0.7003 -0.7521 -0.0200 0.0341 -0.0255 -0.272
C -5.0198 0.3950 1.3049 -0.0068 -0.0244 -0.0151 -0.249
C -5.6141 -0.7648 1.7683 -0.0162 0.0048 0.0863 -0.198
C 4.1102 -0.6305 -0.1166 0.1359 0.1307 0.0934 -0.067
C 4.5543 1.4072 1.0588 0.0194 0.0135 0.1032 -0.212
C -2.3137 1.7227 0.1202 -0.0391 0.2800 -0.0490 -0.216
C -0.3679 0.7606 -1.0282 0.0711 -0.5418 -0.2422 0.684
C 1.0106 -1.1577 -0.2697 0.3547 -0.4267 -0.2481 -0.524
C 4.5979 -1.3362 0.9794 0.0647 0.0680 0.0144 -0.185
C -3.7461 1.6843 -0.4315 0.2232 -0.0374 0.1719 -0.446
C 3.5922 -1.4239 -1.2754 -0.5313 -0.2367 0.0326 -0.538
C 0.2738 -0.5485 -1.4590 0.0915 0.2734 0.0646 -0.505
C 4.0891 0.7672 -0.0863 0.1144 -0.1102 0.0261 0.003
C 3.5932 1.6014 -1.2303 -0.0650 -0.0585 -0.0302 -0.654
C -5.0742 -1.8628 -0.2898 -0.0081 -0.1283 0.0095 -0.191
C 5.0293 0.6996 2.1463 0.0016 0.0797 0.0484 -0.205
C 5.0569 -0.6841 2.1059 0.0245 -0.0924 0.0281 -0.222
C -5.6403 -1.8981 0.9726 -0.0372 -0.1008 0.0038 -0.224
H 3.9866 1.2489 -2.1821 0.0000 0.0373 -0.0903 0.210
H 1.5988 -0.4069 0.2593 -0.1018 0.0489 0.1022 0.233
H 3.9055 2.6343 -1.0975 0.0051 0.0654 -0.0305 0.219
H 0.3164 -1.6225 0.4297 0.0303 0.0656 0.0691 0.225
H 5.3796 1.2263 3.0219 0.0309 0.0477 0.0680 0.211
H -5.0945 -2.7421 -0.9170 -0.0100 -0.0689 -0.0495 0.214
H 4.5984 -2.4164 0.9393 -0.0035 -0.0943 0.0261 0.213
H -1.9343 -0.3072 -0.2522 0.1529 -0.0082 -0.0886 0.400
H -6.1032 -2.8041 1.3342 -0.0425 -0.0714 0.0276 0.215
H 0.9833 -0.3242 -2.2569 -0.1084 0.0307 0.0287 0.231
H -4.2745 2.5719 -0.0812 -0.0285 0.0242 -0.0369 0.219
H -5.0022 1.2776 1.9285 -0.0028 0.1032 0.0687 0.211
H -1.7992 2.6315 -0.1993 -0.0585 -0.0951 0.1116 0.241
H -6.0583 -0.7852 2.7526 -0.0397 -0.0016 0.0777 0.215
H 5.4303 -1.2501 2.9461 0.0387 -0.0467 0.0712 0.212
H 4.5379 2.4873 1.0938 0.0060 0.1063 -0.0117 0.208
H -4.0491 -0.6754 -1.7434 0.0310 0.0295 -0.0978 0.213
H -2.3410 1.6933 1.2157 -0.0053 0.1037 -0.0875 0.190
H -3.7083 1.7093 -1.5217 -0.0098 0.0569 0.0024 0.216
H 3.2691 -0.8049 -2.1085 0.1709 0.0216 -0.0445 0.223
H 4.3346 -2.1411 -1.6263 -0.0088 0.0489 -0.0917 0.239
H 2.5035 1.5956 -1.2810 -0.0613 0.0210 -0.0986 0.253
H -0.4703 -1.2494 -1.8399 0.0181 -0.0171 -0.0289 0.216
```
Forces are in eV/Å.

The spin multiplicity is 1. The value obtained for the frontier orbital gap is 9.0413 eV. For the LUMO energy, the calculation gives 0.605 eV.

The following is a DFT calculation (wB97M-V/def2-TZVPD) of a cluster of 2 separate species, C2H4O3P in total in a non-equilibrium geometry.

Structure (XYZ):
```
10
Properties=species:S:1:pos:R:3:forces:R:3:nbo_charge:R:1
P 2.4495 0.0930 0.1069 0.1097 2.1302 2.2155 1.623
O 2.0984 0.0531 1.5658 0.3226 -1.0723 -0.0097 -1.133
O 2.0856 1.3997 -0.4995 0.2278 0.4087 -1.2545 -1.133
O 2.0961 -2.1463 -1.5590 -1.0351 1.3450 0.9174 -0.553
C -2.0810 0.4167 0.2693 -0.6916 -0.2561 -0.9495 -0.860
C 1.5840 -1.2791 -0.9323 0.3148 -2.8104 -1.8646 0.198
H -2.3627 0.9773 -0.6796 0.2034 -0.6322 1.4501 0.205
H -2.9137 0.1829 0.9520 0.1032 0.6570 -0.3184 0.192
H -1.7068 -0.5555 -0.0026 0.1842 -0.4451 -0.5036 0.219
H -1.2495 0.8581 0.7788 0.2611 0.6752 0.3172 0.241
```
Forces are in eV/Å.

The spin multiplicity is 1. The total charge is -1. The value obtained for the frontier orbital gap is 7.2590 eV. For the LUMO energy, the calculation gives 3.829 eV.

The following is a DFT calculation (wB97M-V/def2-TZVPD) of the molecule C4H10O in a non-equilibrium geometry.

Structure (XYZ):
```
15
Properties=species:S:1:pos:R:3:forces:R:3:nbo_charge:R:1
O -1.3778 -2.2473 -0.3899 -0.0574 -0.5756 -0.1519 -0.714
C -0.6294 -1.2268 0.2349 0.2577 -0.0474 0.4353 -0.063
C -0.1238 -0.2660 -0.8174 0.6446 0.4994 -0.3979 -0.423
C 0.3200 1.5698 0.8940 -0.1234 0.4087 0.8967 -0.615
C 0.8680 0.7802 -0.2954 -0.2216 0.3861 0.0039 -0.400
H 1.7764 0.2985 0.0346 0.3886 -0.3756 0.0238 0.194
H -1.3222 -0.6921 0.9095 0.3211 -0.3840 -0.1736 0.182
H 0.1928 -1.6815 0.8575 -0.5232 0.5602 -0.4859 0.154
H -0.7398 1.8625 0.6981 0.7261 -0.0904 0.2687 0.203
H -0.9814 0.2045 -1.3036 -0.1296 0.2006 0.2571 0.205
H 0.3453 0.9281 1.8323 -0.1245 0.8648 -1.0538 0.204
H -0.7773 -2.7032 -0.9996 -0.3259 0.1178 0.2046 0.459
H 1.1853 1.4605 -1.1004 -0.2998 -0.1729 0.1263 0.204
H 0.9163 2.5113 1.0986 -0.6627 -1.1077 -0.2045 0.215
H 0.3476 -0.7985 -1.6530 0.1299 -0.2842 0.2511 0.194
```
Forces are in eV/Å.

The spin multiplicity is 1. The value obtained for the frontier orbital gap is 11.2526 eV. For the LUMO energy, the calculation gives 1.029 eV.

The following is a DFT calculation (wB97M-V/def2-TZVPD) of a structure of composition C30H36AuN5 in a non-equilibrium geometry.

Structure (XYZ):
```
72
Properties=species:S:1:pos:R:3:forces:R:3:lowdin_charge:R:1
Au 0.5640 0.5600 0.5427 0.9849 -0.1317 1.6341 1.361
N 0.5094 0.8655 -1.4122 -0.7954 -0.0875 -0.8435 -0.107
N -0.7879 2.0497 1.1103 -0.1446 -0.3064 -0.4537 -0.008
N 0.8669 0.5221 2.7223 -0.2323 -0.3470 -0.3687 -0.233
N -0.6232 -1.6058 1.4426 -0.0009 0.0032 0.0036 0.061
N 2.1560 -0.8280 0.6858 -0.5594 0.3418 -0.4110 -0.015
C -0.3454 -0.2683 -3.4388 0.1527 -0.5319 -0.4618 -0.001
C -0.4708 0.1060 -2.1090 0.5847 0.2576 0.6509 -0.282
C 2.9325 1.2859 -1.6829 0.0136 0.1645 -0.2973 -0.051
C -1.6109 -0.3036 -1.4198 -0.6282 0.0923 0.0023 -0.083
C -0.6278 -1.5936 2.7651 0.0704 -0.0240 0.0494 -0.265
C 2.7220 -0.8490 1.9114 -0.0582 0.0880 -0.0026 -0.239
C -1.6835 3.1481 3.0149 0.0216 -0.0063 -0.0481 0.025
C 2.4662 -1.7527 -0.2196 -0.0805 -0.0836 -0.2266 -0.081
C -1.2641 -2.5679 3.5235 0.0186 -0.0125 0.0694 -0.006
C 3.3871 -2.7478 0.0529 0.0279 0.0354 0.0758 0.002
C -1.2327 -2.6183 0.8131 0.0301 -0.0569 -0.0246 -0.120
C 3.6417 -1.8157 2.2471 0.0234 -0.0794 -0.0655 0.028
C -1.7855 2.5231 0.3553 0.0734 -0.0011 -0.1199 -0.076
C -2.7231 3.6418 2.2360 -0.0435 0.0073 -0.0476 0.009
C 2.3276 0.2828 2.8153 0.1749 -0.0265 -0.0578 -0.102
C -1.3464 -0.9996 -4.0797 0.2384 0.2284 -0.0001 -0.242
C -2.4915 -1.3458 -3.3785 -0.1745 -0.1729 -0.2128 -0.005
C -0.7210 2.3582 2.4254 -0.0222 0.0952 -0.0317 -0.233
C -3.8868 -1.3726 -1.2837 0.0526 0.0209 -0.0120 -0.026
C -2.7694 3.3327 0.8874 0.0025 0.0607 0.1025 0.005
C 0.5118 1.8942 3.1395 0.0654 0.2589 0.0694 -0.108
C -2.6422 -1.0075 -2.0476 0.2480 0.1412 0.3898 -0.266
C -1.1672 -1.4033 -5.5172 -0.0057 0.0288 0.0224 -0.031
C 0.0963 -0.4882 3.5116 -0.0713 -0.0560 0.1243 -0.071
C -1.9000 -3.6067 2.8708 -0.0158 -0.0095 -0.0487 -0.020
C 3.9834 -2.7782 1.3013 -0.0040 -0.0004 0.0059 0.008
C 1.5192 1.8197 -1.9383 0.1371 0.2223 0.7786 -0.607
C -1.8758 -3.6399 1.4822 0.0250 0.0126 0.0595 -0.027
C 1.3447 3.1443 -1.1632 0.1978 -0.0535 -0.3109 -0.061
C 1.3709 2.1577 -3.4254 -0.0326 0.0435 0.0345 -0.033
H -1.0608 -0.5260 -6.1559 0.0043 0.0046 -0.0125 0.091
H -1.6154 3.3851 4.0673 0.0146 0.0019 0.0142 0.135
H 0.3622 3.5770 -1.3528 -0.0330 -0.0114 0.0038 0.084
H 3.6248 -3.4812 -0.7032 -0.0103 -0.0011 -0.0234 0.129
H -1.7769 2.2411 -0.6875 0.0429 -0.0471 -0.0262 0.118
H -3.5568 3.7058 0.2497 -0.0066 -0.0034 -0.0206 0.131
H -4.3613 -0.4854 -0.8619 -0.0148 0.0088 0.0036 0.086
H -2.3463 -4.4405 0.9304 -0.0114 -0.0080 -0.0130 0.122
H -1.1972 -2.5944 -0.2687 -0.0099 0.0204 -0.0226 0.109
H 4.0888 -1.8171 3.2312 0.0038 0.0027 0.0122 0.135
H -3.6621 -2.0451 -0.4536 -0.0057 -0.0094 0.0178 0.064
H 1.9600 -1.6829 -1.1739 -0.0244 0.0193 0.0101 0.126
H 1.7564 1.3809 -4.0785 -0.0025 -0.0078 0.0034 0.079
H -2.0175 -1.9796 -5.8739 -0.0121 -0.0097 -0.0079 0.082
H -1.2544 -2.5149 4.6047 0.0001 -0.0099 0.0150 0.129
H 2.8407 1.1810 2.4628 -0.0283 0.0191 0.0270 0.139
H 0.3448 2.3949 -3.7008 -0.0263 -0.0589 0.0116 0.101
H 0.5538 -0.0477 -3.9898 -0.0755 -0.0430 -0.0012 0.098
H -3.2765 -1.8967 -3.8827 -0.0073 0.0044 0.0014 0.125
H 2.0960 3.8604 -1.4936 0.0206 0.0528 0.0511 0.095
H 1.3287 2.5608 2.8506 -0.0044 -0.0240 -0.0010 0.141
H 0.4037 1.9675 4.2236 -0.0252 -0.0159 -0.0313 0.147
H 1.4714 3.0084 -0.0871 0.0355 0.0163 0.0183 0.045
H 0.7887 -0.9638 4.2106 -0.0070 0.0700 0.0386 0.140
H 4.7057 -3.5457 1.5440 0.0033 0.0000 0.0101 0.133
H -2.4011 -4.3823 3.4336 -0.0058 -0.0046 0.0076 0.126
H 3.6633 1.9734 -2.1101 0.0506 -0.0168 0.0388 0.099
H 2.6332 0.1088 3.8489 0.0013 -0.0441 -0.0266 0.146
H 1.9772 3.0445 -3.6075 -0.0030 0.0258 0.0140 0.098
H -1.7344 -0.0296 -0.3763 -0.1372 -0.0813 -0.0899 0.066
H -0.2702 -2.0109 -5.6417 0.0132 -0.0005 -0.0061 0.089
H -3.4859 4.2653 2.6813 -0.0162 0.0098 0.0135 0.133
H 3.1471 1.1966 -0.6170 0.0176 0.0194 0.0228 0.055
H -0.6343 0.0447 4.1222 -0.0119 0.0312 -0.0601 0.138
H 3.0721 0.3143 -2.1580 0.0050 -0.0210 -0.0133 0.082
H -4.6119 -1.8657 -1.9271 -0.0084 -0.0043 -0.0068 0.086
```
Forces are in eV/Å.

The spin multiplicity is 1. The total charge is +2. The value obtained for the frontier orbital gap (alpha / beta) is 5.4603 / 5.4609 eV. For the LUMO energy (alpha / beta), the calculation gives -7.200 / -7.200 eV.

The following is a DFT calculation (wB97M-V/def2-TZVPD) of the molecule C30H42ClN5O3 in a non-equilibrium geometry.

Structure (XYZ):
```
81
Properties=species:S:1:pos:R:3:forces:R:3:nbo_charge:R:1
Cl -5.5876 1.0538 2.6653 -0.1875 0.0548 -0.0769 0.042
O 0.2152 2.2112 -3.3706 -0.0496 -0.3244 -0.2721 -0.665
O -0.0348 -0.6256 -0.3972 0.1322 0.1179 -0.2043 -0.665
O 1.9626 2.1723 -1.9200 0.0241 0.0415 0.2175 -0.543
N -2.9292 -0.3860 3.1919 -0.3528 -0.5555 0.7777 -0.252
N 0.0430 3.1635 -1.3264 0.1040 0.1312 0.0664 -0.457
N -2.6195 0.8168 2.6979 0.4348 -0.2442 -0.5070 -0.229
N -0.7956 -2.6067 0.3400 -0.0711 -0.2531 0.1012 -0.608
N 3.0033 -3.7470 -1.2395 -0.0376 -0.0338 0.0751 -0.436
C 0.1481 2.1072 0.8752 0.0135 0.2922 -0.0204 -0.415
C -2.2673 2.9044 3.8840 -0.1258 -0.1312 -0.0356 -0.222
C -1.8038 0.7404 1.6196 0.0827 -0.1317 -0.2314 0.313
C 3.4017 -3.2068 0.0485 0.0795 0.1147 0.1331 -0.222
C -4.5069 2.1868 3.3843 0.2278 -0.0081 -0.0134 -0.055
C 2.0828 -0.0139 -2.9987 -0.0763 0.2948 0.0676 -0.649
C 5.3192 -3.1385 -3.9643 0.1358 -0.0428 -0.0264 -0.406
C -2.7678 4.0343 4.5039 0.0256 0.0252 -0.0180 -0.200
C -0.7382 -1.2547 0.3788 -0.1773 -0.0456 0.1142 0.668
C -1.4036 3.1161 -1.3644 -0.2847 -0.1974 -0.2615 -0.218
C 3.6480 -4.7548 -3.4076 0.2375 -0.1589 0.1153 -0.413
C 2.0552 -4.7932 -0.9073 -0.1366 -0.0961 0.0961 -0.224
C -1.8951 1.8988 -0.5800 -0.0389 0.2879 -0.0196 -0.405
C 4.8537 -4.5509 -4.3164 -0.1166 0.0386 -0.0474 -0.397
C -2.3089 -1.2577 2.4365 0.0404 0.4403 -0.1242 -0.031
C 4.1104 -4.1677 -2.0700 -0.1145 0.0954 -0.2039 -0.035
C -3.1303 1.9746 3.3152 -0.3077 0.4126 0.3562 0.183
C 2.7860 1.3200 -2.7493 0.3999 -0.4131 -0.4599 0.274
C -1.3803 1.9574 0.8667 0.1945 -0.1410 -0.2302 -0.299
C -5.0065 3.3158 4.0153 0.0186 -0.0677 -0.0225 -0.219
C 3.1268 2.0241 -4.0625 -0.2277 0.0343 0.2595 -0.643
C 2.1021 -3.1547 0.8587 0.0754 -0.0122 0.0444 -0.412
C -4.1366 4.2369 4.5710 0.0119 -0.0240 -0.0142 -0.193
C 4.9959 -2.9696 -2.4706 0.0980 -0.0605 0.0793 -0.412
C 0.0142 -3.3801 -0.5696 0.2247 -0.2144 -0.0966 -0.220
C 1.1520 -4.1288 0.1360 -0.1014 0.0462 -0.1648 -0.218
C 4.0480 1.1059 -1.9105 -0.4341 0.1761 -0.1107 -0.615
C 0.7081 2.4623 -2.2951 -0.0740 0.4367 0.0006 0.912
C 0.5647 3.2992 0.0154 0.2709 -0.1455 0.3084 -0.213
C -1.5750 -0.6208 1.4102 -0.0915 0.3933 0.1978 -0.245
H 0.5900 1.2051 0.4537 0.0247 0.0572 0.1168 0.253
H -6.0731 3.4670 4.0614 -0.1030 -0.0151 -0.0126 0.233
H 1.6503 3.3748 -0.0315 -0.1337 0.0943 0.0837 0.232
H 4.4972 2.0641 -1.6613 0.0857 0.1004 0.0169 0.212
H 3.8537 -2.2229 -0.0734 0.0877 -0.0017 0.0404 0.205
H 2.5576 -5.6776 -0.4733 -0.0010 0.0066 -0.0492 0.165
H 6.3782 -2.9926 -4.1741 -0.0036 0.0815 -0.0689 0.209
H 3.3549 -5.8008 -3.3290 -0.1085 -0.0369 -0.0091 0.209
H -1.5065 1.0013 -1.0610 -0.0785 -0.0092 -0.0164 0.238
H 5.9022 -2.9378 -1.8667 0.0152 0.0763 0.0469 0.207
H -2.4051 -2.3017 2.6631 -0.0363 -0.2247 0.0683 0.201
H -1.8245 2.8373 1.3499 0.0476 -0.1018 -0.0650 0.217
H 2.2706 -3.4434 1.8954 0.0041 0.0447 0.0148 0.210
H 2.2173 2.2154 -4.6250 0.0129 -0.0062 -0.0656 0.243
H -0.6256 -4.0932 -1.0999 0.0575 0.0666 -0.0320 0.192
H 3.7864 1.3961 -4.6554 0.1091 -0.0770 -0.0444 0.209
H 2.8006 -4.1730 -3.7716 -0.1167 0.0480 -0.0192 0.207
H 4.7271 -4.9246 -1.5415 -0.0943 0.0586 -0.0188 0.160
H 3.7934 0.5923 -0.9869 -0.0013 -0.1020 0.1248 0.213
H 2.7781 -0.7220 -3.4409 0.1470 -0.0943 -0.0432 0.203
H 4.7579 -2.4129 -4.5541 0.0140 0.0505 -0.0409 0.200
H 1.6896 -2.1482 0.8498 -0.0186 0.0486 0.0616 0.220
H 1.7080 -0.4150 -2.0597 0.0063 -0.1158 0.0812 0.238
H 0.1608 4.2297 0.4316 0.0709 -0.0096 -0.0219 0.185
H -1.2035 2.7255 3.8405 0.1019 -0.0557 -0.0178 0.228
H 4.7685 0.5111 -2.4647 0.0679 -0.0804 -0.0716 0.211
H 0.7274 -4.8655 0.8236 0.0213 -0.0047 -0.0355 0.199
H 3.6234 2.9717 -3.8632 0.0952 0.0842 0.0018 0.207
H -1.7931 4.0434 -0.9320 0.0039 -0.0065 -0.0396 0.186
H -2.0899 4.7512 4.9402 0.0628 0.0575 0.0397 0.221
H 0.4459 -2.6796 -1.2876 -0.0906 -0.1242 -0.0013 0.245
H 4.6076 -4.6591 -5.3717 0.0538 -0.0762 -0.0413 0.211
H 1.2417 0.1258 -3.6716 -0.0180 -0.0671 -0.0379 0.238
H -2.9861 1.8610 -0.5867 -0.0450 -0.0291 -0.0014 0.210
H 1.5021 -5.1072 -1.7923 -0.0080 -0.1052 -0.0375 0.204
H 4.1383 -3.8659 0.5445 -0.0007 0.0157 -0.0503 0.157
H 5.6297 -5.2773 -4.0676 0.0360 -0.0561 -0.0317 0.195
H -1.3491 -3.1060 1.0151 -0.0237 0.1266 -0.0298 0.390
H 4.4420 -2.0487 -2.3006 -0.0129 0.0769 0.0905 0.216
H -4.5307 5.1149 5.0587 -0.0475 0.0776 0.0429 0.222
H -1.7109 3.0460 -2.4084 -0.0345 0.1018 0.1539 0.245
H 0.5110 2.2367 1.8971 0.0249 -0.0065 0.0694 0.198
```
Forces are in eV/Å.

The spin multiplicity is 1. The value obtained for the frontier orbital gap is 9.2855 eV. For the LUMO energy, the calculation gives 0.686 eV.

The following total energy values (in eV) correspond, in order, to the records above: -34450.225; -17571.371; -6357.305; -42822.362; -57909.333.
The following relative energy (zero: lowest compared OMol25 entry of this formula, charge and spin) values (in kcal per mole) correspond, in order, to the records above: 5.1; 42.9; 11.5; 20.0; 1.1.